Computed, not measured: C28H44As2F6N4O2PRbS5 as an isolated structure in a non-equilibrium geometry, with wB97M-V/def2-TZVPD.

Multiplicity: 2
Charge: -1
Energy above the lowest of the compared OMol25 structures with the same formula, charge and spin: 131.6 kJ/mol
Highest occupied orbital energy (spin up / spin down): -4.4 / -5.5 eV
Kohn-Sham gap (spin up / spin down): 6.238 / 6.579 eV

Last column: Löwdin spin population.
Geometry (Å):
Rb1 1.74 0.83 0.94  0.004
C1 3.26 -0.97 -2.58  0.000
C2 2.23 -0.10 -3.28  0.000
N1 0.82 -0.40 -3.04  0.000
C3 0.33 -1.65 -3.58  0.000
C4 0.78 -2.90 -2.84  0.000
C5 1.16 -4.06 -3.50  0.000
C6 1.61 -5.13 -2.74  0.000
C7 1.70 -4.99 -1.37  0.000
C8 1.30 -3.79 -0.79  0.000
C9 1.44 -3.58 0.71  0.000
N2 1.77 -2.23 1.09  0.000
C10 3.21 -1.94 1.08  0.000
C11 3.78 -1.87 -0.34  0.000
N3 3.00 -0.95 -1.16  0.000
N4 0.80 -2.79 -1.51  0.000
H1 4.28 -0.63 -2.85  0.000
H2 3.18 -2.01 -2.92  0.000
H3 2.40 -0.11 -4.36  0.000
H4 2.39 0.94 -2.96  0.000
H5 0.64 -0.41 -2.03  0.000
H6 0.62 -1.72 -4.63  0.000
H7 -0.76 -1.62 -3.55  0.000
H8 1.13 -4.11 -4.58  0.000
H9 1.92 -6.05 -3.22  0.000
H10 2.10 -5.78 -0.75  0.000
H11 2.20 -4.30 1.06  0.000
H12 0.51 -3.86 1.20  0.001
H13 1.40 -2.05 2.02  0.002
H14 3.78 -2.68 1.66  0.000
H15 3.37 -0.97 1.56  0.000
H16 3.73 -2.86 -0.80  0.000
H17 4.84 -1.60 -0.27  0.000
H18 3.12 -0.01 -0.80  0.000
C12 -2.90 3.81 -0.74  0.000
As1 -2.13 2.00 -0.63  0.001
C13 -2.32 1.66 -2.56  0.000
C14 -3.79 1.06 -0.10  0.000
C15 -4.91 1.77 0.33  0.000
C16 -6.08 1.11 0.67  0.000
C17 -6.15 -0.27 0.57  0.000
C18 -5.04 -0.98 0.16  0.002
C19 -3.85 -0.34 -0.16  0.001
As2 -2.23 -1.36 -0.61  0.000
C20 -3.00 -2.40 -2.08  0.000
C21 -2.36 -2.78 0.73  0.003
H19 -3.86 3.80 -1.25  0.000
H20 -2.20 4.43 -1.31  0.000
H21 -3.01 4.25 0.25  0.000
H22 -3.37 1.78 -2.85  0.000
H23 -1.97 0.66 -2.80  0.000
H24 -1.70 2.37 -3.11  0.000
H25 -4.87 2.85 0.42  0.000
H26 -6.93 1.68 1.02  0.000
H27 -7.07 -0.79 0.83  0.000
H28 -5.10 -2.06 0.11  0.000
H29 -3.87 -2.96 -1.74  0.000
H30 -2.26 -3.10 -2.46  0.000
H31 -3.31 -1.72 -2.89  0.000
H32 -3.40 -2.98 0.98  0.000
H33 -1.83 -2.48 1.63  0.004
H34 -1.91 -3.67 0.29  0.000
S1 -2.27 0.29 8.97  0.099
C22 -1.93 0.05 7.37  0.019
S2 -0.54 -0.78 6.80  -0.011
C23 -0.79 -0.62 5.07  0.152
C24 -1.95 0.10 4.71  0.125
S3 -2.50 0.48 3.19  0.308
S4 -2.88 0.68 6.09  -0.018
S5 0.36 -1.32 4.08  0.282
C25 -0.68 3.20 2.79  0.012
O1 0.32 3.01 1.81  0.001
C26 0.59 4.18 1.08  0.000
C27 1.77 3.92 0.17  0.000
O2 1.48 2.99 -0.87  0.000
C28 0.95 3.58 -2.03  0.000
H35 -0.38 3.97 3.51  0.001
H36 -0.82 2.25 3.31  0.008
H37 -1.63 3.48 2.33  0.002
H38 0.85 5.00 1.76  0.000
H39 -0.29 4.49 0.50  0.000
H40 2.58 3.48 0.77  0.000
H41 2.15 4.86 -0.24  0.000
H42 1.65 4.31 -2.46  0.000
H43 0.00 4.09 -1.83  0.000
H44 0.77 2.78 -2.75  0.000
F1 4.12 1.65 0.37  0.000
P1 5.01 1.79 1.77  0.000
F2 3.67 1.31 2.60  0.001
F3 4.50 3.32 1.90  0.000
F4 5.83 1.91 3.14  0.000
F5 6.28 2.26 0.91  0.000
F6 5.43 0.25 1.60  0.000